No. 1
Formula: C6H8B2Cl3F10NO22S2Y
Source: the Open Molecules 2025 dataset
Level of theory: wB97M-V/def2-TZVPD

LUMO energy ... 4.80 eV
Charge ... -3
Kohn-Sham gap ... 6.32 eV
Highest occupied orbital energy ... -1.5203 eV

The geometry in XYZ format:
```
55
Properties=species:S:1:pos:R:3:forces:R:3:mulliken_charge:R:1
Y 0.448556 0.730919 -0.307594 -2.49 1.00 -1.90 1.967
Cl -2.677438 -1.735479 -0.682575 0.05 0.88 -0.17 1.774
O -3.506817 -1.658844 -1.842001 0.09 -0.33 -0.34 -0.685
O -2.381506 -3.123842 -0.377642 0.21 0.20 0.07 -0.737
O -1.424980 -1.009466 -0.947845 0.87 -0.13 -0.13 -0.921
O -3.302445 -1.074294 0.407892 -0.35 -0.31 0.83 -0.667
Cl 2.722486 0.333120 -3.005082 -1.77 3.33 0.52 1.876
O 3.019626 0.634221 -1.614852 1.30 -1.20 1.44 -0.693
O 1.400725 -0.250679 -2.915062 -0.68 -0.73 -0.56 -0.610
O 2.675991 1.653066 -3.585237 0.14 -1.01 -1.26 -0.650
O 3.613372 -0.531719 -3.719013 0.42 -0.31 0.56 -0.723
Cl 0.816461 4.690714 -1.031017 -2.70 0.34 1.82 1.816
O 0.460674 5.368717 0.214220 1.32 -0.58 -0.50 -0.720
O -0.171822 5.128863 -1.973492 0.51 -0.53 -0.75 -0.684
O 2.135861 4.950017 -1.468175 1.18 0.57 -0.29 -0.673
O 0.714425 3.241290 -0.804418 0.16 -0.64 -0.07 -0.950
N -2.539909 3.435055 -3.398607 0.80 -3.01 -0.56 -0.375
S -3.848807 2.580548 -3.203489 -2.99 1.17 1.02 1.030
O -3.924999 1.945341 -1.928908 -0.29 -0.27 -0.36 -0.443
O -4.302929 1.892694 -4.371755 -0.47 -0.16 -0.15 -0.637
F -4.927532 3.814329 -3.097977 0.67 -0.35 -0.05 -0.348
S -1.511293 2.117072 -3.573347 3.57 2.93 -0.21 0.971
O -1.690728 1.163772 -4.626348 -0.48 0.16 0.80 -0.581
O -0.891866 1.709830 -2.331766 -0.74 -0.81 -0.14 -0.194
F -0.367498 3.057892 -4.151909 0.10 -0.29 -0.23 -0.298
B 2.030558 1.713261 1.875326 0.61 0.89 0.95 0.270
F 2.980023 2.619948 1.476313 -0.47 -0.04 -0.50 -0.356
F 2.071549 0.507379 1.114730 2.12 -1.15 -0.95 -0.340
F 2.279351 1.393816 3.180879 -0.32 -0.22 0.88 -0.378
F 0.676571 2.025592 1.606007 0.15 0.84 0.25 -0.161
B -2.417084 2.454417 1.388252 -0.74 1.80 1.28 0.295
F -1.547801 3.285068 2.126856 0.04 -0.19 -0.17 -0.400
F -3.409902 3.256574 0.809541 0.47 -0.41 -0.44 -0.352
F -1.618451 1.756466 0.412078 0.23 -0.81 -0.16 0.118
F -3.073783 1.633601 2.325822 0.41 -0.86 -0.31 -0.411
C 0.252405 -1.527119 4.973421 0.27 0.68 -0.38 -0.392
C -0.814668 -2.453640 4.428623 1.06 -1.07 0.86 -0.416
O -1.055114 -1.956116 3.121871 -1.07 -0.55 0.85 -0.237
C -0.085454 -1.115667 2.801216 0.93 0.78 -0.75 0.216
O -0.001405 -0.546568 1.761272 -0.66 -0.45 -0.04 0.594
O 0.850781 -1.018831 3.774438 -0.57 -0.09 0.08 -0.272
H 1.059938 -1.997027 5.529267 -0.26 -0.09 0.25 0.250
H -0.192124 -0.685757 5.509155 0.18 -0.01 0.15 0.288
H -1.647779 -2.560140 5.120936 -0.61 0.61 -0.65 0.333
H -0.390505 -3.462925 4.401995 -0.06 -0.09 -0.61 0.278
C 1.882691 -5.108744 -0.261233 -0.38 0.91 1.41 -0.359
C 3.303584 -4.573948 -0.446565 -0.59 -0.23 -0.82 -0.331
O 3.152273 -3.167298 -0.286059 0.15 -0.17 0.07 -0.315
C 1.838234 -2.846047 -0.353425 -0.05 0.58 -0.46 0.273
O 1.409641 -1.745463 -0.415304 0.12 0.60 0.32 0.162
O 1.078603 -3.931104 -0.388681 -0.31 -0.83 -0.07 -0.250
H 1.833298 -5.410405 0.789456 -0.50 -0.39 -0.10 0.221
H 1.436739 -5.853016 -0.911789 0.53 -0.13 -0.20 0.270
H 3.624126 -4.801245 -1.464563 0.57 0.18 0.14 0.277
H 3.956099 -4.948199 0.336165 0.30 -0.03 -0.27 0.278
```
Positions in Å, forces in eV/Å.

No. 2
Formula: C6H8BN
Source: the Open Molecules 2025 dataset
Level of theory: wB97M-V/def2-TZVPD

LUMO energy (spin up / spin down) ... -0.73 / -0.73 eV
Energy above the lowest of the compared OMol25 structures with the same formula, charge and spin ... 3.8119 eV
Kohn-Sham gap (spin up / spin down) ... 7.82 / 7.82 eV
Highest occupied orbital energy (spin up / spin down) ... -8.5545 / -8.5541 eV

The geometry in XYZ format:
```
16
Properties=species:S:1:pos:R:3:forces:R:3:mulliken_charge:R:1
B 1.308635 0.982823 -0.410220 0.88 -5.01 4.03 0.183
C -0.452794 -0.853771 -0.307457 1.78 0.88 1.63 -0.253
C -1.237131 1.339604 0.131546 1.91 1.87 1.06 -0.449
C -1.724252 -1.322723 -0.116665 -2.12 -0.57 -2.10 -0.223
C -2.493084 0.802359 0.270948 -0.03 -1.88 -1.42 -0.262
C -0.107746 0.505555 -0.042696 -1.74 0.27 -1.03 0.634
C 2.931062 -0.497694 0.465363 -7.19 0.52 2.49 -1.054
N -2.816344 -0.493421 0.054442 2.23 -0.62 0.77 -0.541
H 1.576275 1.396663 -1.360912 1.14 2.21 -2.98 -0.022
H 0.379983 -1.528739 -0.470790 -0.28 -0.24 -0.17 0.168
H -1.080310 2.482885 0.258152 -0.45 -2.10 -0.25 0.199
H -1.902795 -2.415509 -0.460805 -0.09 1.89 1.13 0.267
H -3.325122 1.429014 0.301569 -1.26 1.10 0.49 0.425
H 2.556342 -0.685466 1.583980 0.96 0.26 -2.79 0.216
H 3.723364 0.077115 0.370790 3.99 2.19 -0.50 0.373
H 2.663917 -1.218696 -0.267249 0.27 -0.75 -0.34 0.339
```
Positions in Å, forces in eV/Å.

No. 3
Formula: C6H8BiLiO6
Source: the Open Molecules 2025 dataset
Level of theory: wB97M-V/def2-TZVPD

LUMO energy (spin up / spin down) ... -6.46 / -6.59 eV
Charge ... +1
Energy above the lowest of the compared OMol25 structures with the same formula, charge and spin ... 2.4828 eV
Kohn-Sham gap (spin up / spin down) ... 4.05 / 3.92 eV
Highest occupied orbital energy (spin up / spin down) ... -10.5083 / -10.5143 eV
2S+1 ... 2

The geometry in XYZ format:
```
22
Properties=species:S:1:pos:R:3:forces:R:3:mulliken_charge:R:1
O -2.064076 -1.033427 -0.657325 0.38 0.19 -0.26 -0.302
C -1.208065 -0.044049 -1.082544 -1.75 0.83 -0.85 -0.702
C -2.733320 -0.628608 0.548398 -0.03 -0.17 0.08 -0.288
O -0.150647 -0.023923 -0.082453 2.21 0.92 1.22 0.001
O -2.084514 1.221248 -0.707399 1.50 -0.17 -0.27 -0.454
C -2.861148 0.897209 0.430219 -0.44 -0.01 0.26 -0.386
H -2.132028 -0.905597 1.425231 -0.21 -0.03 -0.17 0.169
H -3.704342 -1.137556 0.573128 0.35 0.08 0.02 0.318
H -2.498962 1.385549 1.348872 -0.03 -0.02 -0.32 0.217
H -3.902097 1.206052 0.251311 0.34 -0.05 0.04 0.288
O 1.748202 -0.536021 -1.285905 0.07 1.18 -0.05 -0.396
C 1.072091 0.430943 -0.534533 -2.65 -4.70 -0.15 1.587
C 2.285720 -1.470485 -0.370071 -0.19 -0.51 0.15 -0.361
O 1.038476 1.612960 -1.138142 -0.29 1.48 -1.32 -0.954
O 1.906956 0.577186 0.649222 -0.09 0.98 0.74 -0.500
C 2.711360 -0.591237 0.815106 1.00 -1.08 0.37 -0.329
H 3.125856 -1.985514 -0.846440 -0.21 0.19 0.12 0.350
H 1.522218 -2.204989 -0.073465 0.20 0.26 -0.07 0.282
H 3.768268 -0.301567 0.763121 -0.26 -0.05 0.01 0.291
H 2.498678 -1.055033 1.785356 -0.02 0.29 -0.25 0.259
Li -0.691595 1.948926 -1.829520 -1.14 -0.73 -0.11 0.919
Bi 2.352976 2.637938 0.017842 1.25 1.13 0.81 0.991
```
Positions in Å, forces in eV/Å.

No. 4
Formula: C6H8BiLiO6
Source: the Open Molecules 2025 dataset
Level of theory: wB97M-V/def2-TZVPD

LUMO energy (spin up / spin down) ... -4.24 / -4.94 eV
Charge ... +1
Energy above the lowest of the compared OMol25 structures with the same formula, charge and spin ... 0.5270 eV
Kohn-Sham gap (spin up / spin down) ... 7.21 / 7.10 eV
Highest occupied orbital energy (spin up / spin down) ... -11.4510 / -12.0372 eV
2S+1 ... 2

The geometry in XYZ format:
```
22
Properties=species:S:1:pos:R:3:forces:R:3:mulliken_charge:R:1
O 1.120262 0.436950 0.512604 0.94 0.66 -0.38 -0.748
O -1.688474 0.383497 1.706684 -0.95 -0.14 0.97 -0.319
C 0.872408 1.741676 0.032945 -0.21 1.41 -0.75 -0.135
C -0.333147 2.437934 0.639983 0.15 0.26 0.27 -0.967
O -1.604046 1.966231 0.167608 -0.25 -0.78 0.19 -0.183
C -2.310076 0.970251 0.779891 -0.82 1.59 -1.97 -0.150
H 0.761025 1.702794 -1.064078 -0.05 -0.13 0.32 0.314
H 1.722962 2.425012 0.207814 -0.04 -0.41 0.18 0.351
H -0.297532 3.496220 0.350137 -0.02 -0.30 0.10 0.387
H -0.290014 2.392482 1.739012 -0.01 0.13 -0.20 0.419
O 0.087814 -1.886136 -0.382248 0.93 0.62 0.04 -0.382
C -1.092092 -1.743069 -1.190371 -0.54 0.08 -0.19 -0.327
C -0.719053 -0.599903 -2.133391 -0.55 0.21 -0.02 -0.167
O 0.713889 -0.587242 -2.069135 0.44 0.35 0.75 -0.339
C 1.118244 -1.203358 -0.958171 0.17 -3.01 -2.40 1.257
H -1.273561 -2.689934 -1.710855 0.10 0.19 0.18 0.286
H -1.934740 -1.495768 -0.536095 0.13 -0.09 -0.21 0.277
H -1.093305 0.369715 -1.780463 0.01 -0.24 -0.16 0.134
H -1.018517 -0.772410 -3.170905 0.13 0.07 0.27 0.360
O 2.295714 -1.520084 -0.778430 -0.81 1.28 1.01 -0.875
Li 2.932211 -0.192685 0.432040 0.09 -0.28 -0.55 0.890
Bi 0.094734 -0.398815 2.086553 1.17 -1.47 2.56 0.914
```
Positions in Å, forces in eV/Å.

No. 5
Formula: C6H8BrN3
Source: the Open Molecules 2025 dataset
Level of theory: wB97M-V/def2-TZVPD

LUMO energy ... 0.31 eV
Energy above the lowest of the compared OMol25 structures with the same formula, charge and spin ... 3.1286 eV
Kohn-Sham gap ... 8.14 eV
Highest occupied orbital energy ... -7.8281 eV

The geometry in XYZ format:
```
18
Properties=species:S:1:pos:R:3:forces:R:3:mulliken_charge:R:1
C -0.144608 1.162837 -1.551433 0.61 0.20 -3.11 -0.626
C -1.514719 1.262973 -1.558155 -0.64 0.18 -0.02 -0.418
C 0.221094 0.774940 -0.254758 4.61 -1.14 0.50 0.337
C -0.853450 0.641406 0.509973 -2.06 0.08 0.03 0.107
C 1.521458 -1.364060 0.375974 0.82 -2.41 1.00 0.159
C 2.053224 -0.065748 0.541132 -2.69 5.48 0.59 -0.526
N 0.959043 -1.994038 1.351082 0.58 0.30 -0.89 -0.618
N -1.949722 0.929330 -0.299916 1.87 -0.46 0.16 -0.049
N -1.013811 0.204097 1.801185 -1.47 1.45 0.94 -0.586
Br 3.589224 0.650268 -0.431724 -0.99 -0.84 0.31 -0.106
H 0.498954 1.293711 -2.477466 -0.83 -0.21 1.58 0.304
H -2.346986 1.478529 -2.257394 1.33 0.10 0.08 0.357
H 1.850342 -1.792274 -0.558118 -0.46 -0.57 -0.55 0.385
H 2.069466 0.417602 1.587204 -0.08 -1.11 -1.77 0.342
H 0.766707 -2.970531 1.102036 -0.20 0.49 -0.09 0.224
H -2.807826 1.251603 0.027240 -1.58 0.16 0.78 0.231
H -0.177193 -0.250708 2.092680 0.42 -0.33 0.81 0.226
H -1.346315 1.000733 2.396017 0.76 -1.37 -0.34 0.257
```
Positions in Å, forces in eV/Å.

No. 6
Formula: C6H8BrNO2S
Source: the Open Molecules 2025 dataset
Level of theory: wB97M-V/def2-TZVPD

LUMO energy ... -0.03 eV
Energy above the lowest of the compared OMol25 structures with the same formula, charge and spin ... 3.7579 eV
Kohn-Sham gap ... 9.14 eV
Highest occupied orbital energy ... -9.1712 eV

The geometry in XYZ format:
```
19
Properties=species:S:1:pos:R:3:forces:R:3:mulliken_charge:R:1
C 0.788718 -2.181911 0.964690 0.55 -1.39 -0.12 -0.171
C 1.667923 -1.037663 1.269640 -0.82 1.50 0.52 -0.444
C -0.296532 -2.109118 0.171051 2.00 -0.82 0.53 -0.578
C 1.547437 0.201019 0.715423 -1.51 -1.78 -1.01 -0.650
C -0.766220 -0.901241 -0.503044 4.12 1.99 -1.79 -0.459
C 0.509934 0.343740 -0.413764 -3.24 -1.00 1.27 0.369
N -1.576412 2.013696 -1.316109 2.76 -3.41 1.66 -0.469
O -1.063663 1.607423 1.274077 -0.85 -0.54 0.29 -0.562
O 0.382852 2.994407 -0.105731 0.02 -0.01 -0.21 -0.647
S -0.459887 1.836921 0.003540 0.25 1.02 -1.00 1.036
Br 1.085005 0.691407 -2.167035 1.32 -0.28 -0.98 0.002
H 1.085845 -3.256397 1.353353 -0.46 2.50 -0.78 0.245
H 2.282214 -1.171530 2.144518 0.46 0.12 0.01 0.375
H -0.539844 -3.094217 -0.150235 -1.38 -0.46 -0.25 0.312
H 1.936816 1.164664 1.020287 0.70 -0.42 0.19 0.455
H -0.789826 -0.962901 -1.616968 -0.44 -0.49 0.93 0.367
H -1.645933 -0.482247 -0.133927 -1.51 0.53 0.79 0.286
H -2.348135 1.407726 -1.185562 -1.04 -0.42 0.12 0.248
H -1.800293 2.936221 -1.324204 -0.95 3.37 -0.17 0.286
```
Positions in Å, forces in eV/Å.

No. 7
Formula: C6H8Cl2
Source: the Open Molecules 2025 dataset
Level of theory: wB97M-V/def2-TZVPD

LUMO energy ... 0.60 eV
Energy above the lowest of the compared OMol25 structures with the same formula, charge and spin ... 4.9548 eV
Kohn-Sham gap ... 9.28 eV
Highest occupied orbital energy ... -8.6793 eV

The geometry in XYZ format:
```
16
Properties=species:S:1:pos:R:3:forces:R:3:mulliken_charge:R:1
C -4.493853 0.465715 -0.735072 3.31 -0.31 -2.02 -0.330
C -2.871913 0.161856 -0.636145 1.95 -0.45 -1.13 -0.091
C -1.480368 -0.104954 -0.895094 -6.09 3.49 4.51 -0.490
C -0.218973 -0.173114 1.295141 1.80 -1.35 -0.58 -1.054
C 0.868449 0.370695 -0.930322 2.83 -0.92 0.07 -1.666
C -0.345777 0.478798 -0.062920 -1.51 0.94 -0.42 0.677
Cl -5.394322 -0.879571 -0.241683 -0.62 -1.13 0.52 -0.089
Cl -3.423197 1.158780 0.740082 1.08 0.70 1.48 -0.026
H -1.096674 -0.615712 -1.654161 0.38 -2.46 -3.53 0.632
H 0.164842 -1.201298 1.011446 -0.44 0.76 0.82 0.279
H -1.100176 -0.303039 1.924743 0.02 0.40 -0.31 0.353
H 0.612701 0.325926 1.817459 -0.43 -0.23 0.23 0.312
H 0.665511 0.590070 -1.979856 -0.14 0.12 0.10 0.437
H 1.208422 -0.701696 -0.885729 0.01 0.86 -0.24 0.353
H 1.778249 1.020981 -0.648723 -1.53 -0.95 -0.07 0.329
H -0.490031 1.548483 -0.017680 -0.63 0.52 0.58 0.374
```
Positions in Å, forces in eV/Å.

No. 8
Formula: C6H8ClF3LaNO4P2S
Source: the Open Molecules 2025 dataset
Level of theory: wB97M-V/def2-TZVPD

LUMO energy ... -10.97 eV
Charge ... +2
Kohn-Sham gap ... 4.01 eV
Highest occupied orbital energy ... -14.9868 eV

The geometry in XYZ format:
```
27
Properties=species:S:1:pos:R:3:forces:R:3:mulliken_charge:R:1
C -1.902968 -1.335451 -1.807846 0.02 0.07 0.04 -1.008
C -1.791525 -0.380910 -0.908142 0.39 0.55 0.42 0.205
P -1.266181 1.377494 -1.248447 -2.66 -0.14 -3.63 0.048
F -2.669941 1.867902 -0.448800 0.19 0.09 1.23 -0.445
O 0.275294 0.995249 -1.977855 0.05 0.13 0.68 -0.506
C 1.304395 0.553363 -1.194494 -0.86 -0.54 -0.15 0.771
Cl 2.851486 1.321824 -1.525965 0.09 0.17 -0.17 -0.075
P 1.511400 -1.265000 -1.567517 0.07 -0.81 0.56 0.224
S 1.296761 -2.374871 0.028259 0.03 -0.13 -0.25 -0.221
C 0.888548 0.836259 0.301757 0.97 2.37 0.68 1.106
F 1.516781 2.053843 0.654364 0.42 0.02 0.43 -0.364
C 1.392864 -0.041701 1.463869 0.59 -2.07 -1.21 -0.082
O 2.504450 -0.069088 1.858553 0.03 0.80 0.48 -0.372
N 0.396560 -0.898181 2.164675 -0.78 3.54 1.56 -0.168
C 0.392193 -0.766996 3.588469 0.31 -2.20 -2.33 0.400
O 0.153165 -1.606007 4.318200 -0.26 -0.40 2.14 -0.176
F 0.646356 0.639697 4.109189 0.00 0.36 -0.15 -0.328
O -0.434227 1.250540 0.423372 0.32 -1.09 3.12 -0.878
H -2.006893 -1.118885 -2.854412 0.58 0.06 -0.50 0.375
H -1.867269 -2.361288 -1.497581 -0.76 -0.48 0.02 0.371
H -2.072991 -0.612460 0.126060 0.48 -0.19 0.33 0.006
H -1.884156 1.341060 -2.512951 0.17 0.14 -0.05 0.152
H -0.937670 2.735390 -1.318686 0.34 0.02 0.59 0.176
H 0.546424 -1.514399 -2.532216 -0.05 0.20 -0.32 0.103
H 2.737666 -1.409641 -2.205635 0.17 0.14 -0.15 0.179
H -0.551340 -0.811074 1.787331 0.04 -1.42 -0.61 0.183
La -1.029182 1.593331 2.776451 0.12 0.81 -2.75 2.323
```
Positions in Å, forces in eV/Å.